This record from the OMol25 dataset describes a structure of composition C21H26AuF5GeN3OSe at a distorted geometry. The level of theory is wB97M-V/def2-TZVPD.

XYZ file:
```
59
Properties=species:S:1:pos:R:3:forces:R:3
Au -0.276443 0.633130 -0.791473 -1.012 -0.914 -0.832
C -2.304787 -2.898688 -2.499864 0.083 -0.009 0.049
C -1.775735 -1.541173 -2.174696 -0.115 -0.236 -0.086
N -0.971546 -1.328614 -1.189079 0.518 0.825 0.612
N -0.561632 -2.332528 -0.410949 0.006 -0.682 0.059
C 0.186773 -2.002083 0.623445 -0.516 -0.188 -0.610
O 0.508842 -0.800032 0.951913 -0.321 1.009 -1.245
C 0.624972 -3.151751 1.457876 0.111 -0.087 0.263
C 0.151448 -4.437067 1.177073 -0.074 0.086 -0.080
C 0.533622 -5.512667 1.957533 -0.005 -0.019 -0.039
C 1.393586 -5.325229 3.030856 0.015 0.060 0.021
C 1.875095 -4.056246 3.314055 0.025 -0.077 0.009
C 1.495327 -2.979949 2.531362 0.032 0.215 -0.127
C -2.168913 -0.369907 -2.963704 -0.191 -0.351 -0.080
C -3.064506 -0.441745 -4.023477 0.146 0.014 0.106
C -3.397969 0.714987 -4.712102 0.008 0.057 0.049
C -2.832930 1.920716 -4.332923 0.010 -0.187 0.063
C -1.950229 1.923494 -3.262704 0.005 0.527 -0.145
N -1.640930 0.812652 -2.611913 1.091 0.386 1.226
H -1.866605 -3.626712 -1.826039 -0.024 0.000 -0.026
H -2.060011 -3.172791 -3.527018 -0.013 0.037 -0.023
H -3.390254 -2.921894 -2.387588 -0.012 0.030 -0.017
H -0.515390 -4.566926 0.339812 -0.043 -0.113 -0.005
H 0.166828 -6.504560 1.730278 -0.034 0.021 -0.028
H 1.692947 -6.165069 3.643396 -0.012 -0.022 -0.011
H 2.555640 -3.912490 4.143166 -0.007 0.056 -0.018
H 1.891840 -1.996206 2.737240 0.042 -0.107 0.055
H -3.494873 -1.391016 -4.306980 0.030 -0.013 0.057
H -4.101722 0.667695 -5.531764 0.019 0.020 -0.024
H -3.067283 2.841051 -4.846923 0.044 0.029 0.047
H -1.485071 2.838490 -2.921238 -0.017 -0.048 -0.013
F 0.914176 3.043910 -1.857455 -0.254 -0.710 0.145
C 0.247119 2.669430 -0.724719 -0.047 0.835 -0.234
F -0.887139 3.447082 -0.709789 0.039 -0.748 -0.104
C 1.070600 3.190922 0.440256 0.845 -0.411 2.018
F 2.239890 2.526185 0.549315 -0.519 0.185 -0.387
F 0.376540 2.989735 1.588037 0.147 0.091 -0.658
F 1.354753 4.486562 0.372601 -0.269 -0.195 -0.428
C 5.289578 0.853724 3.089862 0.059 0.073 0.242
Ge 4.363379 1.272846 4.770374 -1.235 0.157 -0.123
C 4.989206 2.874291 5.723764 0.188 -0.383 -0.131
C 4.131852 -0.311131 5.913731 0.284 0.198 -0.126
C 2.479862 1.765828 4.134410 1.278 0.261 0.593
Se 1.785378 0.412818 2.996792 0.171 0.158 -0.226
C 0.186143 0.030468 3.997629 -0.101 0.145 0.037
H 6.313437 0.527513 3.263274 0.043 -0.006 -0.010
H 5.311755 1.728260 2.439588 0.014 0.040 0.022
H 4.758709 0.055457 2.569393 0.003 -0.019 0.057
H 5.960276 2.677680 6.176531 0.039 0.090 0.036
H 4.290746 3.148884 6.512895 -0.041 -0.056 -0.011
H 5.089639 3.713352 5.036810 0.000 -0.005 -0.026
H 5.097481 -0.642996 6.293455 0.004 -0.068 0.042
H 3.691095 -1.126550 5.338486 -0.005 0.048 -0.023
H 3.488978 -0.089905 6.764927 -0.013 0.049 -0.012
H 2.631046 2.685136 3.568894 -0.276 0.073 -0.070
H 1.791058 1.951346 4.955489 0.050 0.040 0.049
H 0.463073 -0.203712 5.024240 -0.110 -0.036 -0.024
H -0.318962 -0.810950 3.532793 -0.005 -0.046 0.039
H -0.447550 0.915350 3.961447 -0.078 -0.081 0.105
```
Forces are in eV/Å.

The calculation puts the frontier orbital gap (alpha / beta) at 3.38 / 3.03 eV. As for the total charge: +1. The value obtained for the total energy is -167849.3934 eV. As for the HOMO energy (alpha / beta): -9.84 / -9.69 eV.

How is the electron density shared among the atoms? According to Löwdin, the charges in e are: number 1, Au, carries 1.2985; number 2, C, carries 0.0032; number 3, C, carries -0.2329; number 4, N, carries -0.0782; number 5, N, carries 0.0591; number 6, C, carries -0.3988; number 7, O, carries -0.1840; number 8, C, carries -0.1403; number 9, C, carries -0.0217; number 10, C, carries -0.0619; number 11, C, carries -0.0605; number 12, C, carries -0.0557; number 13, C, carries -0.0402; number 14, C, carries -0.2007; number 15, C, carries 0.0258; number 16, C, carries -0.0058; number 17, C, carries -0.0044; number 18, C, carries -0.0722; number 19, N, carries 0.0462; number 20, H, carries 0.0712; number 21, H, carries 0.1018; number 22, H, carries 0.1043; number 23, H, carries 0.0998; number 24, H, carries 0.1097; number 25, H, carries 0.1113; number 26, H, carries 0.1098; number 27, H, carries 0.0158; number 28, H, carries 0.1234; number 29, H, carries 0.1283; number 30, H, carries 0.1253; number 31, H, carries 0.1134; number 32, F, carries 0.0627; number 33, C, carries -0.4444; number 34, F, carries 0.0465; number 35, C, carries -0.6074; number 36, F, carries 0.1165; number 37, F, carries 0.1093; number 38, F, carries 0.1914; number 39, C, carries -0.2237; number 40, Ge, carries 0.7900; number 41, C, carries -0.2174; number 42, C, carries -0.2166; number 43, C, carries -0.5880; number 44, Se, carries 0.9763; number 45, C, carries -0.3467; number 46, H, carries 0.0194; number 47, H, carries 0.0224; number 48, H, carries 0.0003; number 49, H, carries 0.0167; number 50, H, carries 0.0215; number 51, H, carries 0.0197; number 52, H, carries 0.0179; number 53, H, carries 0.0026; number 54, H, carries 0.0219; number 55, H, carries 0.0079; number 56, H, carries 0.0239; number 57, H, carries 0.0365; number 58, H, carries 0.0174; number 59, H, carries 0.0335